Computed, not measured: C45H44GeN5O3STi as an isolated structure, with ωB97M-V with the def2-TZVPD basis set.

Each line ends with the Mulliken spin population.
Element x y z (Å)
Ti (0.71241, -0.19110, -0.34291)  0.326
C (2.51705, -3.04220, 2.51072)  -0.008
C (2.08630, -2.27120, 1.30999)  0.318
N (1.24462, -1.23074, 1.34905)  0.043
N (0.68781, -0.88356, 2.56675)  -0.041
C (-0.21084, 0.01308, 2.32880)  0.031
O (-0.44202, 0.43883, 1.11157)  -0.025
C (-0.96627, 0.67474, 3.41321)  0.013
C (-2.17809, 1.29177, 3.10869)  0.012
C (-2.87014, 1.98318, 4.09295)  -0.008
C (-2.35448, 2.07151, 5.38030)  0.012
C (-1.14996, 1.44794, 5.68726)  -0.006
C (-0.45946, 0.74673, 4.70931)  0.014
C (2.44378, -2.64064, -0.01564)  0.058
C (3.25686, -3.73976, -0.35195)  0.066
C (3.49415, -4.02321, -1.67033)  0.011
C (2.92747, -3.21100, -2.66498)  0.097
C (2.13880, -2.15805, -2.27380)  -0.028
N (1.88896, -1.87035, -0.98887)  0.101
H (2.13683, -2.57386, 3.41362)  0.006
H (3.60715, -3.09649, 2.56614)  0.010
H (2.13935, -4.06790, 2.46671)  0.014
H (-2.57200, 1.20941, 2.10235)  0.005
H (-3.81944, 2.44650, 3.85522)  0.000
H (-2.89633, 2.61074, 6.14695)  0.001
H (-0.75395, 1.50115, 6.69372)  0.000
H (0.47517, 0.24771, 4.93314)  0.001
H (3.67097, -4.35415, 0.43526)  0.012
H (4.11093, -4.86966, -1.94295)  0.002
H (3.09021, -3.40288, -3.71524)  0.004
H (1.66807, -1.51250, -3.00634)  0.004
O (3.61066, 2.52088, -1.10866)  -0.001
C (2.60969, 1.92929, -1.48686)  -0.016
O (2.22040, 0.80376, -0.95094)  0.036
C (1.80170, 2.42678, -2.64104)  0.002
C (2.50118, 3.11867, -3.63085)  0.000
C (1.86531, 3.59205, -4.76231)  0.001
C (0.49634, 3.38742, -4.90031)  0.000
C (-0.21203, 2.72287, -3.91791)  0.003
C (0.41704, 2.22681, -2.76736)  -0.007
S (-0.62161, 1.49355, -1.54825)  -0.002
H (3.56384, 3.26605, -3.48693)  0.000
H (2.42588, 4.10880, -5.53033)  0.000
H (-0.02285, 3.74888, -5.77976)  0.000
H (-1.27901, 2.56931, -4.02136)  0.000
C (2.31789, 3.24849, 2.98895)  0.002
C (2.10980, 2.51262, 1.64430)  -0.043
N (1.34727, 3.35046, 0.73077)  0.000
C (-0.01244, 3.55530, 1.21094)  0.004
C (0.02400, 4.08925, 2.66082)  0.000
N (1.45256, 4.48231, 2.94377)  0.000
C (1.95467, 5.42617, 1.88476)  0.000
C (2.01496, 4.62637, 0.55663)  0.000
H (3.34227, 3.58645, 3.14298)  0.000
H (1.99434, 2.66186, 3.84833)  0.000
H (1.57405, 1.58257, 1.81539)  0.017
H (3.06485, 2.27188, 1.17841)  -0.007
H (-0.55758, 2.61609, 1.16228)  -0.001
H (-0.50755, 4.26059, 0.54348)  0.000
H (-0.24662, 3.33094, 3.39705)  0.000
H (-0.59204, 4.97455, 2.81521)  0.000
H (1.49238, 4.94375, 3.84794)  0.000
H (2.92747, 5.79223, 2.21050)  0.000
H (1.25298, 6.25884, 1.85242)  0.000
H (3.04180, 4.43589, 0.24789)  0.000
H (1.52414, 5.18493, -0.24006)  0.000
C (-5.06747, -0.30999, 1.16460)  -0.003
C (-4.67612, 0.24608, -0.04656)  0.001
C (-3.57409, -0.25964, -0.72445)  0.001
C (-2.83609, -1.32810, -0.20990)  -0.012
C (-3.24926, -1.87823, 1.00396)  -0.002
C (-4.35256, -1.37911, 1.68572)  0.002
Ge (-1.16319, -1.85391, -1.13166)  -0.028
C (-1.66595, -1.91273, -3.03605)  0.012
C (-1.02514, -1.12630, -3.99156)  0.003
C (-1.40616, -1.16077, -5.32761)  -0.001
C (-2.44670, -1.98525, -5.72958)  0.000
C (-3.10345, -2.77096, -4.79097)  -0.001
C (-2.71287, -2.73314, -3.45922)  0.002
C (-0.73894, -3.71117, -0.61340)  -0.035
C (-0.52176, -4.03240, 0.73101)  0.014
C (-0.09674, -5.29760, 1.11511)  0.019
C (0.14667, -6.26957, 0.15472)  -0.004
C (-0.04807, -5.96811, -1.18508)  0.002
C (-0.48883, -4.70504, -1.56149)  0.005
H (-5.93139, 0.07743, 1.69128)  0.000
H (-5.23200, 1.07526, -0.46830)  0.000
H (-3.27562, 0.19412, -1.66296)  -0.001
H (-2.71400, -2.71743, 1.43060)  0.000
H (-4.65201, -1.82684, 2.62608)  0.000
H (-0.23800, -0.44545, -3.68839)  0.003
H (-0.89572, -0.53456, -6.04961)  0.000
H (-2.75058, -2.01165, -6.76881)  0.000
H (-3.92188, -3.41143, -5.09653)  0.000
H (-3.24092, -3.34466, -2.73445)  0.000
H (-0.67275, -3.27799, 1.49628)  -0.012
H (0.04632, -5.52485, 2.16545)  -0.001
H (0.48618, -7.25508, 0.44910)  -0.001
H (0.13866, -6.72066, -1.94204)  -0.001
H (-0.63919, -4.49090, -2.61387)  0.005

## Properties
**F_max**: 0.4 eV/Å
**Net charge**: 0
**Orbital gap (spin up / spin down)**: 5.144 / 6.124 eV
**HOMO level (spin up / spin down)**: -5.68 / -6.66 eV
**2S+1**: 2